# 1
Density functional theory data (wB97M-V/def2-TZVPD) for a 2-piece molecular cluster, C3H8IP overall at a distorted geometry.

Each line ends with the natural charge from an NBO analysis.
CARTESIAN COORDINATES (ANGSTROEM)
I1 4.52 0.82 0.80  -0.11
P1 3.43 -1.23 0.37  0.13
C1 -2.99 0.07 -0.06  -0.41
C2 -0.64 0.83 0.11  -0.66
C3 -1.69 -0.21 -0.27  -0.16
H1 4.43 -1.58 -0.55  -0.01
H2 -0.28 1.21 -0.89  0.22
H3 0.20 0.30 0.68  0.21
H4 -3.48 0.86 0.39  0.20
H5 -1.35 -1.15 -0.47  0.19
H6 -1.11 1.57 0.85  0.22
H7 2.58 -0.67 -0.66  0.00
H8 -3.62 -0.85 -0.29  0.19

Calculated values
Energy relative to the best compared isomer or geometry (same formula, charge and spin) (kcal/mol): 53.51
HOMO energy (Ha): -0.340
Structure (SMILES): C=CC.PI
Calculated total energy (eV): -20628.5489
Lowest unoccupied orbital energy (eV): 0.1
Multiplicity: 1
Frontier orbital gap (hartree): 0.34432

***

# 2
Density functional theory data (wB97M-V/def2-TZVPD) for a 2-piece molecular cluster, C11H22P overall at a distorted geometry.

Each line ends with the natural charge from an NBO analysis.
CARTESIAN COORDINATES (ANGSTROEM)
P1 0.00 -0.25 -0.03  1.17
C1 0.43 1.58 -0.39  -0.43
C2 -1.30 -2.76 0.99  -0.37
C3 1.48 -0.69 1.31  -0.35
C4 2.13 0.65 1.24  -0.43
C5 -2.39 -2.94 0.48  0.09
C6 1.33 1.86 0.77  -0.45
C7 -3.78 -2.75 0.01  -0.69
C8 2.44 -1.73 0.72  -0.64
C9 -0.42 3.71 -1.33  -0.61
C10 0.03 -1.20 -1.51  -1.01
C11 -0.86 2.39 -0.69  -0.39
H1 -1.43 2.59 0.18  0.22
H2 2.60 -1.38 -0.31  0.20
H3 0.21 4.36 -0.72  0.22
H4 0.06 3.26 -2.24  0.20
H5 1.08 -0.87 2.32  0.25
H6 -0.45 -2.83 1.62  0.25
H7 0.92 2.09 1.78  0.23
H8 0.78 -0.77 -2.13  0.27
H9 0.03 -2.34 -1.50  0.32
H10 -3.87 -3.35 -0.85  0.25
H11 1.96 2.71 0.54  0.25
H12 -3.99 -1.73 -0.18  0.24
H13 2.92 0.56 0.57  0.21
H14 -0.92 -0.92 -1.95  0.27
H15 0.96 1.45 -1.36  0.22
H16 2.63 0.87 2.23  0.24
H17 2.13 -2.79 0.68  0.24
H18 3.48 -1.78 1.19  0.26
H19 -1.26 4.32 -1.62  0.23
H20 -4.37 -3.08 0.93  0.26
H21 -1.27 1.70 -1.38  0.19
H22 -1.28 0.07 0.64  0.07

Calculated values
Energy relative to the best compared isomer or geometry (same formula, charge and spin) (kcal/mol): 48.77
HOMO energy (Ha): -0.491
Net charge: +1
Calculated total energy (eV): -21042.5900
Lowest unoccupied orbital energy (eV): -2.7
Multiplicity: 1
Frontier orbital gap (hartree): 0.39074

***

# 3
Density functional theory data (wB97M-V/def2-TZVPD) for one molecule with the formula C5H9NOS at a distorted geometry.

Each line ends with the natural charge from an NBO analysis.
CARTESIAN COORDINATES (ANGSTROEM)
S1 -0.28 -2.46 -0.09  -0.03
O1 3.29 -0.73 0.55  -0.58
N1 1.20 -0.29 -0.37  -0.47
C1 -2.13 0.15 0.79  -0.58
C2 1.30 1.29 -0.27  -0.39
C3 -1.27 -0.04 -0.42  -0.50
C4 -0.07 -0.89 -0.36  0.08
C5 2.19 -1.15 0.08  0.52
H1 -1.21 1.13 -0.74  0.22
H2 -3.05 0.69 0.31  0.21
H3 1.00 1.71 -1.24  0.22
H4 -1.35 0.83 1.36  0.19
H5 2.04 -2.30 -0.26  0.19
H6 0.67 1.61 0.46  0.19
H7 -2.54 -0.69 1.35  0.23
H8 2.38 1.46 0.01  0.25
H9 -2.18 -0.35 -1.15  0.26

Calculated values
Energy relative to the best compared isomer or geometry (same formula, charge and spin) (kcal/mol): 75.89
HOMO energy (Ha): -0.317
Structure (SMILES): CCC(=S)N(C)C=O
Calculated total energy (eV): -19701.0124
Lowest unoccupied orbital energy (eV): -0.3
Multiplicity: 1
Frontier orbital gap (hartree): 0.30523

***

# 4
Density functional theory data (wB97M-V/def2-TZVPD) for C4H7MgN2O9P2 as an isolated structure at a distorted geometry.

Each line ends with the natural charge from an NBO analysis.
CARTESIAN COORDINATES (ANGSTROEM)
P1 -19.43 -17.31 -22.19  2.41
P2 -18.08 -24.01 -20.23  2.20
Mg1 -21.82 -20.81 -21.91  0.65
O1 -19.00 -24.97 -19.37  -0.85
O2 -16.70 -23.40 -19.94  -0.92
O3 -18.43 -23.08 -19.05  -0.46
O4 -18.85 -22.99 -20.99  -0.98
O5 -20.21 -18.27 -23.12  -1.15
O6 -19.62 -18.22 -20.96  -0.77
O7 -17.90 -17.65 -22.05  -0.96
O8 -19.69 -15.76 -22.03  -1.22
O9 -23.45 -22.35 -19.37  -1.35
N1 -26.37 -18.13 -21.24  -0.34
N2 -24.85 -22.42 -24.86  -0.37
C1 -27.39 -17.83 -20.93  0.20
C2 -27.17 -22.05 -25.98  -1.45
C3 -25.87 -22.26 -25.39  0.24
C4 -28.70 -17.45 -20.62  -1.49
H1 -28.73 -16.67 -19.86  0.20
H2 -29.11 -17.04 -21.55  0.20
H3 -24.40 -22.16 -19.35  0.39
H4 -27.66 -21.34 -25.32  0.24
H5 -27.74 -22.98 -25.95  0.19
H6 -29.33 -18.26 -20.26  0.21
H7 -27.22 -21.58 -26.97  0.19

Calculated values
HOMO energy (Ha): 0.283
Net charge: -5
Calculated total energy (eV): -49664.8047
Lowest unoccupied orbital energy (eV): 9.2
Multiplicity: 1
Frontier orbital gap (hartree): 0.05337